This record from OMol25 describes C2H2 as an isolated structure at a distorted geometry. The level of theory is the ωB97M-V functional and the def2-TZVPD basis.

```
4
Properties=species:S:1:pos:R:3:forces:R:3
C -0.0870 -0.3770 0.4789 -0.8 0.4 -0.7
C 0.0265 0.3381 -0.5004 3.9 2.8 -1.2
H -0.4495 -0.9790 1.2986 0.3 0.2 -0.4
H 0.8128 1.2125 -1.1697 -3.4 -3.4 2.3
```
Forces are in eV/Å.

The value obtained for the HOMO-LUMO gap is 11.65 eV. The calculation puts the HOMO energy at -10.68 eV. The energy relative to the best compared isomer or geometry (same formula, charge and spin) comes out at 28.4 kcal/mol. Its total energy is -2102.8413 eV.